(1)
# C41H48AsBrN3O4PS4Tc

C41H48AsBrN3O4PS4Tc as an isolated structure (ωB97M-V with the def2-TZVPD basis set, the OMol25 dataset).

Last column: Löwdin charge in e.
Positions of all 104 atoms, in Å:
Tc  -0.0131  -0.1077  0.5769  1.204
C  -3.8015  1.8631  1.6048  -0.110
C  -3.3764  0.4472  2.0175  -0.487
C  -4.6355  -0.3134  2.4516  -0.112
P  -2.3622  -0.4334  0.7155  1.016
C  -2.9320  -2.1872  0.7510  -0.508
C  -2.5088  -2.9131  -0.5312  -0.106
C  -2.3727  -2.8925  1.9906  -0.110
C  -2.8742  0.2185  -0.8683  -0.315
C  -4.2048  0.1996  -1.2990  -0.060
C  -4.5883  0.7327  -2.5117  -0.280
C  -6.0170  0.6964  -2.9873  -0.058
C  -3.5790  1.3174  -3.2874  -0.028
C  -2.2594  1.3270  -2.8933  -0.001
C  -1.8578  0.7421  -1.6729  -0.317
N  -0.5137  0.6660  -1.2844  -0.174
C  0.4166  0.8749  -2.3656  -0.246
C  1.1402  2.0519  -2.5485  -0.200
C  0.9984  3.2543  -1.6557  -0.063
C  2.0252  2.1226  -3.6276  -0.010
C  2.1838  1.0915  -4.5401  -0.295
C  3.1441  1.2100  -5.6952  -0.053
C  1.4137  -0.0521  -4.3637  -0.028
C  0.5439  -0.1773  -3.2909  -0.207
C  -0.2867  -1.4274  -3.1521  -0.035
H  -4.1758  2.3867  2.4865  0.091
H  -4.6036  1.8153  0.8667  0.074
H  -2.9966  2.4574  1.1842  0.025
H  -2.7095  0.5195  2.8806  0.092
H  -5.3289  -0.4405  1.6172  0.070
H  -5.1491  0.2843  3.2075  0.085
H  -4.4343  -1.2902  2.8859  0.055
H  -4.0216  -2.1594  0.7914  0.096
H  -1.4310  -2.8445  -0.6795  0.033
H  -2.9937  -2.4879  -1.4105  0.072
H  -2.7792  -3.9698  -0.4624  0.083
H  -1.2910  -2.7863  2.0393  0.020
H  -2.6078  -3.9587  1.9568  0.087
H  -2.7786  -2.4915  2.9203  0.067
H  -4.9601  -0.2507  -0.6597  0.106
H  -6.6645  0.2267  -2.2465  0.070
H  -6.1085  0.1318  -3.9176  0.076
H  -6.3981  1.7016  -3.1780  0.078
H  -3.8425  1.7821  -4.2322  0.116
H  -1.5136  1.7882  -3.5270  0.122
H  -0.0389  3.4509  -1.3842  0.042
H  1.3780  4.1445  -2.1556  0.083
H  1.5595  3.1347  -0.7254  0.063
H  2.5976  3.0356  -3.7574  0.121
H  3.8248  2.0489  -5.5508  0.080
H  2.6110  1.3681  -6.6358  0.079
H  3.7437  0.3041  -5.8046  0.060
H  1.5034  -0.8762  -5.0674  0.119
H  0.1132  -2.2275  -3.7768  0.082
H  -1.3196  -1.2414  -3.4592  0.085
H  -0.3182  -1.7639  -2.1172  0.029
S  -0.4933  5.8525  4.0188  -0.318
As  0.1602  5.3761  2.0731  -0.027
S  2.9216  1.1938  2.7266  0.507
S  -0.4899  2.1579  0.9081  0.699
S  -1.0204  6.3141  0.6193  -0.336
O  0.4709  -2.0166  3.6701  0.094
C  0.2775  -0.8379  3.7908  -0.388
N  0.0629  0.0804  2.7286  -0.028
C  -0.1452  1.2605  3.2761  -0.508
O  -0.4817  2.2993  2.6344  -0.386
C  -0.0338  1.2581  4.7465  -0.096
C  -0.1286  2.2695  5.6719  0.031
C  0.0169  1.8858  7.0083  -0.050
C  0.2492  0.5594  7.3595  -0.064
C  0.3603  -0.4424  6.3898  0.001
C  0.2158  -0.0563  5.0810  -0.091
H  -0.2708  3.3042  5.3654  0.060
H  -0.0420  2.6388  7.7836  0.107
H  0.3542  0.3009  8.4058  0.101
H  0.5694  -1.4720  6.6514  0.118
Br  7.6965  -0.3854  -4.1640  0.709
C  6.3754  -0.0768  -2.8354  -0.684
C  5.0404  -0.2279  -3.1640  -0.109
C  4.0833  -0.0034  -2.1849  -0.004
C  4.4536  0.3651  -0.9020  -0.101
C  5.8000  0.5226  -0.5942  0.002
C  6.7697  0.3002  -1.5620  -0.119
C  3.3759  0.5704  0.1281  -0.582
O  3.8557  0.9438  1.2518  -0.496
O  2.2010  0.3640  -0.1911  -0.069
H  4.7491  -0.5101  -4.1667  0.083
H  3.0307  -0.0865  -2.4178  0.089
H  6.0845  0.8203  0.4057  0.124
H  7.8183  0.4188  -1.3276  0.098
C  2.6791  -2.5793  1.3500  -0.015
C  1.4308  -2.8857  0.5102  -0.639
C  1.8345  -3.2225  -0.9280  -0.032
C  0.6897  -4.0721  1.1307  -0.047
N  0.5886  -1.7031  0.4649  -0.099
H  3.3402  -3.4480  1.3236  0.093
H  2.4002  -2.3673  2.3808  0.070
H  3.2128  -1.7211  0.9546  0.064
H  2.4907  -4.0938  -0.9166  0.089
H  2.3632  -2.3842  -1.3815  0.079
H  0.9575  -3.4515  -1.5366  0.069
H  1.3668  -4.9281  1.1221  0.091
H  -0.2030  -4.3316  0.5581  0.070
H  0.4121  -3.8565  2.1609  0.061

Properties
energy relative to the best compared isomer or geometry (same formula, charge and spin)	69.6	kcal/mol
lowest unoccupied orbital energy	1.2	eV
total charge	-1
E_HOMO	-3.95	eV
2S+1	1


(2)
# C41H48AsBrNO5PRu

C41H48AsBrNO5PRu as an isolated structure (ωB97M-V with the def2-TZVPD basis set, the OMol25 dataset).

Last column: Löwdin spin population.
Positions of all 99 atoms, in Å:
Ru  -0.3598  2.6307  0.0697  3.507
C  1.0697  5.3391  1.0305  0.002
C  -0.1772  5.3564  1.8688  0.003
O  -1.2260  4.5739  1.2751  0.056
C  -2.2414  5.3024  0.5790  0.003
C  -1.7132  5.8325  -0.7227  0.002
O  -0.9626  4.7712  -1.3319  0.029
C  -1.1109  4.6436  -2.7454  0.002
C  -1.7363  3.3034  -3.0217  0.003
O  -1.0740  2.2676  -2.2769  0.049
C  -0.0116  1.5892  -2.9482  0.004
C  1.2794  2.3554  -2.8792  0.003
O  1.5266  2.6158  -1.4953  0.050
C  2.4512  3.6923  -1.2771  0.002
C  2.7004  3.7575  0.1983  0.002
O  1.4804  3.9629  0.9234  0.060
H  0.8972  5.7535  0.0388  0.000
H  1.8494  5.9153  1.5313  0.001
H  -0.5037  6.3854  2.0221  0.001
H  0.0250  4.9059  2.8380  0.000
H  -2.6256  6.1117  1.1999  0.001
H  -3.0438  4.5894  0.3985  0.000
H  -1.0668  6.6994  -0.5794  0.000
H  -2.5499  6.1328  -1.3528  0.000
H  -0.1322  4.7426  -3.2087  0.000
H  -1.7439  5.4322  -3.1530  0.001
H  -1.7051  3.0772  -4.0892  0.001
H  -2.7745  3.2947  -2.6957  0.000
H  -0.2788  1.3743  -3.9833  0.001
H  0.1017  0.6571  -2.4077  0.001
H  1.2246  3.2917  -3.4323  0.000
H  2.0919  1.7605  -3.2997  0.001
H  2.0239  4.6210  -1.6624  0.000
H  3.3910  3.4962  -1.7950  0.001
H  3.4205  4.5429  0.4290  0.001
H  3.0985  2.8049  0.5412  0.000
C  0.4795  -1.7859  -0.4552  0.034
C  0.0118  -1.9503  -1.9007  0.082
As  0.6389  -3.6911  -2.5948  0.483
C  2.5117  -3.7699  -2.2338  0.080
C  3.3712  -3.1530  -3.1430  0.019
C  4.7348  -3.1514  -2.8958  -0.001
C  5.2328  -3.7679  -1.7537  0.016
C  4.3710  -4.3813  -0.8504  0.003
C  3.0047  -4.3966  -1.0868  0.024
C  -0.2585  -5.0865  -1.7126  0.080
C  0.3456  -6.3516  -1.6459  0.046
C  -0.3127  -7.3747  -0.9911  -0.001
C  -1.5749  -7.1513  -0.4457  0.070
C  -2.1947  -5.9069  -0.5607  0.002
C  -1.5521  -4.8753  -1.2152  0.044
P  -0.2248  -0.3249  0.4858  0.054
C  0.1917  -0.7911  2.3083  0.009
C  -0.0336  -0.1103  4.3981  0.003
C  0.6346  -1.0673  5.3388  0.001
C  1.3103  -2.1453  4.9625  0.000
C  1.5367  -2.5591  3.5751  0.001
C  1.0785  -2.0133  2.4470  0.001
C  -1.9961  -0.7213  0.2524  0.004
C  -2.4833  -2.0074  0.4801  0.002
C  -3.8202  -2.3112  0.2545  0.000
C  -4.6887  -1.3370  -0.2168  0.001
C  -4.2189  -0.0504  -0.4522  0.001
C  -2.8860  0.2448  -0.2152  0.012
H  1.5663  -1.7071  -0.4265  0.001
H  0.1925  -2.6644  0.1197  0.003
H  0.4472  -1.2168  -2.5747  0.002
H  -1.0720  -1.9231  -2.0104  0.000
H  2.9884  -2.7037  -4.0519  0.004
H  5.4103  -2.6892  -3.6044  0.000
H  6.3006  -3.7847  -1.5737  0.001
H  4.7648  -4.8637  0.0353  0.001
H  2.3404  -4.8807  -0.3838  0.000
H  1.3083  -6.5323  -2.1050  0.001
H  0.1460  -8.3521  -0.9215  -0.001
H  -2.0945  -7.9639  0.0471  0.003
H  -3.1875  -5.7577  -0.1560  -0.001
H  -2.0490  -3.9207  -1.3464  0.001
H  -0.4894  0.7071  4.9489  0.000
H  0.5320  -0.8470  6.3944  0.000
H  1.7530  -2.7698  5.7288  0.000
H  2.1883  -3.4176  3.4510  0.000
H  1.4623  -2.4557  1.5427  0.000
H  -1.8262  -2.7777  0.8698  0.001
H  -4.1895  -3.3093  0.4605  0.000
H  -5.7312  -1.5739  -0.3931  0.000
H  -4.8973  0.7163  -0.8089  0.000
H  -2.5541  1.2547  -0.3980  0.008
Br  -1.8953  -2.3683  3.7732  0.000
C  -1.0054  -0.7167  3.3288  0.002
C  -2.0429  0.3278  3.0119  0.011
C  -1.7944  1.5752  2.6322  0.009
N  -0.5368  2.1826  2.3509  0.059
C  0.6024  1.6876  2.6712  0.029
C  0.8700  0.3432  3.2083  0.005
H  -3.0783  0.0529  3.1739  0.000
H  -2.6256  2.2545  2.4901  0.001
H  1.4606  2.3079  2.4281  0.000
H  1.9327  0.1908  3.3685  0.000

Properties
lowest unoccupied orbital energy (spin up / spin down)	-7.5 / -10.0	eV
total charge	+3
E_HOMO (spin up / spin down)	-15.19 / -15.22	eV
2S+1	6